[1]
3 unconnected molecules or ions with the total composition C18H50I2N7O4P2S2 in a non-equilibrium geometry, computed with ωB97M-V/def2-TZVPD.

Cartesian coordinates (Å):
C -3.01157 5.16057 -0.22105
N -2.78059 6.54781 0.24232
C -1.76060 6.65205 1.25507
S -2.02230 5.52434 2.74109
C -0.31085 4.93863 3.19886
I 0.56380 5.93130 4.92321
C -0.28964 3.35872 3.29465
C -1.55895 2.77231 4.04088
I -0.30210 2.53150 1.25651
S -2.91397 6.71947 4.24671
C -3.03832 5.91305 5.88424
O -4.31680 6.99520 3.79712
O -2.23849 8.03322 4.42047
H -3.67254 4.57888 0.48137
H -3.50427 5.19413 -1.22914
H -2.05620 4.59564 -0.36418
H -3.65903 6.94128 0.57852
H -0.71937 6.51887 0.86255
H -1.80362 7.70253 1.66334
H 0.35281 5.19757 2.33050
H 0.65884 3.00228 3.75424
H -2.04973 3.51644 4.72025
H -2.30417 2.42778 3.28610
H -1.25044 1.91466 4.69470
H -3.45541 4.87289 5.84830
H -2.09716 5.95670 6.48267
H -3.79578 6.52104 6.45252
O -1.19646 0.82908 -2.13928
P -0.87868 0.55848 -3.62278
N -1.45142 -1.07096 -3.62204
C -0.88860 -2.06905 -2.72027
C -2.91008 -1.13215 -3.53584
N 0.81911 0.70748 -3.48898
C 1.77888 -0.36544 -3.64580
C 1.31803 1.67126 -2.51580
N -0.61224 0.45062 -5.39325
C -1.13731 1.64364 -6.07536
C -0.86646 -0.72178 -6.22233
H -1.39718 -3.02840 -2.85010
H -0.96838 -1.77952 -1.66855
H 0.15411 -2.27442 -2.95400
H -3.36428 -0.42548 -4.24077
H -3.26999 -0.88140 -2.53148
H -3.27486 -2.12652 -3.80453
H 1.90176 -0.93767 -2.71968
H 2.76017 0.03659 -3.91805
H 1.51108 -1.05136 -4.44889
H 1.32365 1.25444 -1.49886
H 0.70184 2.57177 -2.51311
H 2.33439 1.98848 -2.76460
H -2.23170 1.63759 -6.10346
H -0.75914 1.71775 -7.09730
H -0.81690 2.54990 -5.54929
H -1.93392 -0.94257 -6.32493
H -0.35848 -1.60611 -5.84382
H -0.46333 -0.55353 -7.22673
O 2.26718 -4.09266 -0.81631
P 2.03540 -4.84059 0.50915
N 1.74817 -3.41884 1.45228
C 2.74880 -2.36640 1.55450
C 0.46053 -2.81018 1.12919
N 3.61059 -5.48687 0.65168
C 4.58721 -5.12406 1.65373
C 4.29053 -5.83556 -0.59253
N 1.61595 -5.85329 1.92919
C 0.69921 -6.93817 1.54527
C 1.24002 -5.35713 3.24690
H 2.37268 -1.54243 2.16906
H 3.03760 -1.96188 0.57971
H 3.63994 -2.71525 2.07271
H -0.32514 -3.57411 1.09339
H 0.48233 -2.30589 0.15622
H 0.16410 -2.08789 1.89531
H 5.14032 -4.22110 1.37142
H 5.31658 -5.92975 1.78576
H 4.14065 -4.96995 2.63637
H 4.74611 -4.95670 -1.06525
H 3.59293 -6.28107 -1.30192
H 5.07341 -6.57805 -0.41535
H -0.30871 -6.55792 1.34849
H 0.64119 -7.70493 2.32103
H 1.05882 -7.43079 0.63540
H 0.25956 -4.86844 3.25027
H 1.97911 -4.66702 3.64847
H 1.19780 -6.19267 3.95387

Atomic forces in eV per Å
-0.407 -0.547 -0.914
0.911 -1.260 1.438
-0.722 2.954 -1.298
0.960 -2.057 -0.451
1.054 -0.831 -0.492
-0.216 -0.403 -0.517
-1.156 0.154 0.457
0.468 -0.184 0.154
0.142 0.304 0.484
-3.670 6.767 1.905
-0.117 -0.847 0.931
3.073 -2.380 0.075
0.180 -3.394 -0.433
0.634 0.473 -0.621
0.342 -0.023 1.017
-0.704 0.670 0.255
0.274 0.157 -0.197
-0.938 -0.598 0.561
0.138 -1.037 -0.114
-0.826 0.219 0.855
-0.685 0.571 -0.368
0.562 -0.475 -0.546
0.492 0.238 0.796
-0.351 0.684 -0.754
0.502 0.925 -0.337
-0.545 -0.068 -0.977
0.583 -0.150 -1.095
-1.619 2.752 -1.591
3.786 -5.393 2.069
-0.325 -0.843 -0.344
0.420 0.116 0.138
0.016 0.345 -0.341
0.476 1.208 0.598
0.102 -0.120 -0.772
-0.349 -0.050 0.296
-1.901 1.775 -0.439
0.414 0.314 -0.070
-0.478 -0.516 0.142
-0.193 0.183 -0.082
-0.016 -0.027 0.097
0.049 0.155 0.091
-0.003 0.043 0.032
-0.034 0.013 0.006
0.144 -0.008 0.013
-0.033 -0.028 0.039
-0.071 0.090 0.053
-0.196 0.001 0.051
0.059 0.064 0.088
-0.013 -0.107 0.083
-0.018 -0.218 -0.145
0.004 0.061 -0.190
-0.005 -0.111 0.061
-0.013 -0.052 0.082
0.021 -0.133 -0.089
-0.148 0.125 0.232
-0.031 0.434 0.116
-2.647 -2.380 -0.596
5.171 3.677 2.408
-0.306 0.658 0.946
0.363 -0.163 -0.150
-0.137 -0.434 -0.023
0.462 -0.681 -1.015
-0.264 -0.415 0.660
-0.149 0.340 -0.345
-2.181 -0.847 -1.171
0.306 -0.415 -0.089
-0.299 0.609 0.091
-0.243 -0.102 -0.093
0.047 0.085 -0.065
0.059 -0.130 -0.147
0.005 -0.009 -0.063
-0.044 0.011 -0.023
0.137 -0.026 0.044
0.010 0.054 -0.035
-0.044 0.003 -0.112
-0.163 0.092 -0.062
0.029 -0.047 -0.101
0.050 0.159 0.008
-0.058 0.075 0.268
-0.079 -0.153 0.094
0.039 0.116 0.026
0.020 0.092 -0.021
-0.005 0.046 0.162
-0.059 0.091 -0.270
-0.046 -0.239 -0.365

- Charge: +1
- DFT total energy: -3474.015565 Ha
- LUMO: -4.70 eV

Results of the Löwdin charge analysis, in e, for atoms 1 through 5:
1 C -0.13
2 N -0.12
3 C -0.35
4 S 0.91
5 C -0.97

[2]
2 unconnected molecules or ions with the total composition C3H5O2S in a non-equilibrium geometry, computed with ωB97M-V/def2-TZVPD.

Cartesian coordinates (Å):
C 2.81268 -0.43416 0.86920
C 1.06521 0.80394 -0.48251
C -2.41651 -0.02759 -0.82788
O 0.10881 1.14674 -0.98872
O 1.83456 0.03909 0.05682
S -3.07549 -0.04849 0.61057
H 2.50251 -0.14628 1.94083
H 3.73891 -0.39335 0.43147
H -1.56267 -0.69985 -1.15636
H -2.68278 0.69389 -1.59289
H -2.32523 -0.93394 1.13947

Atomic forces in eV per Å
-2.294 0.708 3.903
3.107 0.894 1.465
3.218 -0.747 -3.240
-3.078 0.222 -1.373
-1.168 -0.853 -1.402
-2.321 1.632 1.378
1.232 -0.786 -1.775
2.082 -0.106 -0.758
-1.454 0.708 0.646
-0.437 -0.032 0.259
1.114 -1.640 0.898

- Charge: +1
- DFT total energy: -665.454560 Ha
- LUMO (spin up / spin down): -5.09 / -6.64 eV

Results of the natural (NBO) charge analysis, in e, for atoms 1 through 5:
1 C -0.07
2 C 0.94
3 C -0.52
4 O -0.43
5 O -0.42

[3]
16 unconnected molecules or ions with the total composition H32O16 in a non-equilibrium geometry, computed with ωB97M-V/def2-TZVPD.

Cartesian coordinates (Å):
O 3.13456 0.25279 -0.09985
H 3.97156 0.66179 -0.36985
H 2.70056 -0.17421 -0.84885
O 2.21256 -2.32121 0.59815
H 1.42156 -2.75821 0.27115
H 2.44356 -1.67821 -0.02885
O 0.05056 -1.91121 2.53115
H 0.90856 -1.50121 2.28115
H -0.06744 -2.45421 1.74815
O 0.14456 1.48879 -1.92085
H -0.37144 2.22679 -2.28085
H 0.84256 1.84479 -1.40485
O -2.77544 0.16879 -2.18685
H -2.64044 0.98079 -1.74985
H -3.39844 0.28079 -2.89185
O -0.71844 0.74779 3.89815
H -1.11444 0.51379 4.73615
H -0.25944 -0.03521 3.58115
O -0.42544 -0.37921 0.00915
H -0.27844 0.25779 -0.70985
H 0.19556 -0.05221 0.67815
O -0.72044 3.59279 0.61315
H -0.21444 2.78379 0.81315
H -1.29444 3.77679 1.40815
O -2.83644 2.16879 -0.27685
H -2.69044 1.72379 0.54815
H -1.98844 2.51879 -0.35685
O 0.37156 -0.00221 -4.40785
H 0.46556 0.68879 -5.01785
H 0.12856 0.37579 -3.54085
O -2.41444 0.55479 1.84315
H -1.71644 0.17179 1.35615
H -2.05044 0.84879 2.63815
O 2.59656 -0.30521 2.50915
H 3.12256 -1.10121 2.69515
H 2.97956 -0.03321 1.66015
O -0.61544 -3.09321 0.12315
H -0.82544 -2.17521 0.02715
H -1.36644 -3.55821 0.52415
O -1.03044 -1.97421 -2.58885
H -1.30644 -1.99521 -3.46685
H -1.61244 -1.24221 -2.33085
O 0.64956 1.51579 1.72215
H 1.51756 1.12279 1.96915
H 0.18356 1.40379 2.55315
O 1.70156 -1.17221 -2.00485
H 2.19756 -1.53321 -2.74285
H 0.79156 -1.22121 -2.10885

Atomic forces in eV per Å
0.693 0.866 0.508
-0.495 -0.317 -0.195
-0.179 0.014 -0.825
-0.145 -1.548 1.716
-0.145 -0.156 -0.308
0.266 0.884 -1.314
0.984 1.075 0.396
-0.221 -0.261 0.482
-0.526 -0.520 -0.273
-1.281 -0.257 -1.033
0.213 -0.111 0.359
1.163 0.764 0.652
0.472 -2.302 -0.923
-0.255 1.894 1.413
-0.487 0.287 -0.382
0.181 0.459 0.275
-0.016 -0.089 0.295
-0.115 -0.923 0.040
0.199 0.112 -0.082
-0.475 -0.149 -0.138
-0.079 -0.111 0.170
-0.609 0.408 0.828
0.000 0.380 0.505
1.014 -0.430 -1.316
-2.050 -0.464 -1.230
-0.683 -1.163 1.340
2.278 1.825 -0.520
-0.390 -1.608 1.476
0.156 1.606 -1.148
0.318 -0.033 -0.612
-2.704 0.262 -1.253
1.369 -1.055 -1.083
0.952 0.554 2.116
0.667 -0.143 0.457
-0.474 0.193 0.130
-0.119 -0.150 -0.358
0.262 -1.864 0.571
-0.530 1.280 -0.392
0.225 0.360 -0.352
0.385 0.491 2.015
-0.147 -0.596 -2.825
-0.134 0.270 0.820
1.337 -0.551 -0.010
-0.533 0.477 -0.362
-0.522 0.455 0.379
3.871 0.687 1.125
-0.663 -0.046 -0.252
-3.031 -0.758 -0.885

- DFT total energy: -1223.058855 Ha
- LUMO: -0.01 eV

Results of the natural (NBO) charge analysis, in e, for atoms 1 through 5:
1 O -1.01
2 H 0.49
3 H 0.51
4 O -0.98
5 H 0.50